Record 1
A 5-piece molecular cluster, H10O5 overall. Source: the Open Molecules 2025 dataset; level of theory: ωB97M-V with the def2-TZVPD basis set.

Each line ends with the natural charge from an NBO analysis.
CARTESIAN COORDINATES (ANGSTROEM)
O: 3.24090 -0.39877 0.01382  -0.93
H: 3.31816 0.32145 -0.62116  0.47
H: 3.30973 0.02354 0.87726  0.47
O: 0.05170 1.16310 -1.87039  -0.95
H: 0.63243 1.81427 -1.46336  0.47
H: -0.04867 1.45029 -2.78419  0.48
O: -1.70068 0.83103 2.52982  -0.93
H: -0.81399 0.64569 2.20967  0.47
H: -1.79278 1.78870 2.50514  0.47
O: -2.46781 -2.01986 -0.96187  -0.96
H: -1.57933 -2.03051 -0.58133  0.48
H: -2.94959 -1.42645 -0.37647  0.47
O: 0.02043 -1.01237 0.27510  -0.97
H: 0.67929 -0.58623 0.82867  0.47
H: 0.10021 -0.56389 -0.58070  0.50

For the LUMO energy, the calculation gives -0.140 eV. Its structure (SMILES) is O.O.O.O.O. The value obtained for the HOMO-LUMO gap is 10.5 eV.

***

Record 2
H10O5 as an isolated structure at a distorted geometry. Source: the Open Molecules 2025 dataset; level of theory: ωB97M-V with the def2-TZVPD basis set.

Each line ends with the natural charge from an NBO analysis.
CARTESIAN COORDINATES (ANGSTROEM)
O: 0.56869 -2.17287 1.40764  -1.02
H: 0.67514 -2.74867 0.65044  0.43
H: 0.68985 -1.29047 1.05704  0.43
O: -0.26453 0.39197 -1.43642  -0.85
H: -0.59536 0.11357 -2.29040  0.53
H: 0.05078 1.28420 -1.58045  0.49
O: 0.50015 -0.63240 0.28073  -0.95
H: 0.41843 0.07633 0.91890  0.48
H: 0.37491 -0.20710 -0.56758  0.46
O: 1.00778 1.34259 0.94403  -0.90
H: 1.33878 1.79154 0.16614  0.48
H: 0.39285 1.96284 1.33565  0.49
O: -2.08609 0.13493 -0.37779  -1.00
H: -1.79263 -0.64371 0.09531  0.48
H: -1.27881 0.59718 -0.60329  0.44

For the LUMO energy, the calculation gives -0.710 eV. The value obtained for the HOMO-LUMO gap is 7.2 eV.

***

Record 3
A 5-piece molecular cluster, H10O5 overall at a distorted geometry. Source: the Open Molecules 2025 dataset; level of theory: ωB97M-V with the def2-TZVPD basis set.

Each line ends with the natural charge from an NBO analysis.
CARTESIAN COORDINATES (ANGSTROEM)
O: 0.24253 -1.58453 0.48487  -0.93
H: -0.18847 -2.19853 -0.06913  0.48
H: 1.06053 -1.97953 0.24887  0.48
O: 2.27653 0.91647 -2.19313  -0.92
H: 1.47953 0.78247 -1.70813  0.47
H: 2.87353 1.08147 -1.63713  0.44
O: -2.06147 1.86947 0.47287  -0.96
H: -1.71747 1.46847 -0.35913  0.48
H: -2.92247 1.33347 0.63087  0.46
O: -0.54047 0.49747 -1.37113  -0.95
H: -1.05447 -0.07353 -1.88113  0.48
H: -0.17247 0.00747 -0.66013  0.49
O: -0.03947 -0.74253 2.97087  -0.95
H: -0.03547 -0.85053 1.94787  0.48
H: 0.79953 -0.52753 3.12287  0.44

For the LUMO energy, the calculation gives -0.242 eV. Its structure (SMILES) is O.O.O.O.O. The value obtained for the HOMO-LUMO gap is 10.5 eV.

***

Record 4
A 5-piece molecular cluster, H10O5 overall at a distorted geometry. Source: the Open Molecules 2025 dataset; level of theory: ωB97M-V with the def2-TZVPD basis set.

Each line ends with the natural charge from an NBO analysis.
CARTESIAN COORDINATES (ANGSTROEM)
O: 0.19354 -0.23131 0.13769  -1.04
H: 0.88720 0.50695 -0.20099  0.52
H: 0.25462 -1.05676 -0.35566  0.51
O: 0.03797 -2.49528 -1.30693  -0.94
H: 0.64973 -2.66498 -1.99886  0.48
H: -0.22944 -3.39904 -1.09971  0.49
O: -0.99664 -0.77802 2.55301  -0.96
H: -0.70717 0.03681 2.86941  0.45
H: -0.45363 -0.81733 1.75608  0.49
O: -1.91630 1.59132 -0.20902  -0.95
H: -1.52691 0.78891 0.08367  0.48
H: -2.70625 1.20850 -0.47483  0.45
O: 2.37253 1.97278 -0.67019  -0.93
H: 1.93154 2.52610 0.10180  0.47
H: 2.20919 2.81134 -1.18547  0.47

For the LUMO energy, the calculation gives 0.355 eV. Its structure (SMILES) is O.O.O.O.O. The value obtained for the HOMO-LUMO gap is 10.9 eV.

***

Record 5
H10O5Tl as an isolated structure at a distorted geometry. Source: the Open Molecules 2025 dataset; level of theory: ωB97M-V with the def2-TZVPD basis set.

Each line ends with the natural charge from an NBO analysis.
CARTESIAN COORDINATES (ANGSTROEM)
Tl: -1.19392 0.17601 -0.39548  1.72
O: 0.07461 -2.40766 0.03774  -0.85
H: 0.83187 -2.84490 -0.35164  0.54
H: -0.14102 -2.93855 0.80447  0.53
O: -1.13005 1.85824 2.02150  -0.88
H: -0.67307 1.40455 2.72971  0.52
H: -1.36954 2.70639 2.39501  0.55
O: -1.27118 -1.76945 -2.60904  -0.76
H: -1.02593 -1.87684 -3.52803  0.55
H: -1.83283 -2.52142 -2.42109  0.53
O: 1.37482 0.06613 1.14484  -0.79
H: 2.14455 0.59019 0.92323  0.52
H: 1.72840 -0.70147 1.59430  0.53
O: 0.56089 2.51077 -0.63121  -0.77
H: 0.40892 3.32868 -1.10466  0.54
H: 1.51347 2.41936 -0.60969  0.52

As for the charge: +3. For the LUMO energy, the calculation gives -20.259 eV. The value obtained for the HOMO-LUMO gap is 3.8 eV.

***

Record 6
A 2-piece molecular cluster, H11NSi4 overall at a distorted geometry. Source: the Open Molecules 2025 dataset; level of theory: ωB97M-V with the def2-TZVPD basis set.

Each line ends with the natural charge from an NBO analysis.
CARTESIAN COORDINATES (ANGSTROEM)
Si: 3.96220 0.57769 0.00028  0.44
Si: 2.20607 -0.79063 0.34141  0.13
Si: 0.08985 -0.42969 -0.34741  0.41
H: 3.13919 1.71765 -0.56005  -0.14
H: 4.91404 0.18552 -0.96302  -0.12
H: 4.50532 1.08887 1.22497  -0.12
H: 1.97447 -0.96993 1.75327  -0.13
H: 2.70720 -2.23967 -0.13656  -0.09
H: 0.28853 0.11776 -1.77450  -0.13
H: -0.66901 -1.60813 -0.25214  -0.12
H: -0.55469 0.85570 0.01044  -0.12
N: -5.25426 -0.54758 -0.22695  -1.30
Si: -4.20801 0.56590 0.21150  1.32
H: -6.08251 -0.82383 0.32764  0.38
H: -3.11480 0.48836 -0.75637  -0.22
H: -3.90360 1.81201 1.14749  -0.19

For the LUMO energy, the calculation gives -0.013 eV. Its structure (SMILES) is [SiH3][SiH2][SiH3].N=[SiH2]. The value obtained for the HOMO-LUMO gap is 10.0 eV.

***

Record 7
A 5-piece molecular cluster, H12NO4 overall at a distorted geometry. Source: the Open Molecules 2025 dataset; level of theory: ωB97M-V with the def2-TZVPD basis set.

Each line ends with the Mulliken spin population.
CARTESIAN COORDINATES (ANGSTROEM)
N: 0.07697 -0.14236 -0.62463  0.00
H: 0.69788 -0.48758 -1.35219  0.00
H: -0.74455 0.41154 -0.94907  0.00
H: -0.33212 -0.92623 -0.10680  0.00
H: 0.54186 0.43046 0.11761  0.00
H: 2.39906 1.51035 1.48769  -0.01
H: 1.28540 0.95574 2.41887  -0.02
O: 1.72157 0.80036 1.50264  0.61
H: -2.77192 0.44198 -2.38692  0.00
H: -2.69078 1.63892 -1.47753  0.00
O: -2.12446 1.00072 -1.93471  0.00
H: 0.34069 1.04127 4.37880  0.00
H: -0.43781 2.12292 3.58543  0.00
O: 0.25297 1.45372 3.50466  0.01
H: -0.03751 -3.88349 -2.65133  -0.01
H: 1.37939 -3.33507 -2.72885  -0.01
O: 0.44337 -3.03324 -2.78366  0.44

Its expectation value of S² is 0.76. As for the charge: +2. As for the multiplicity: 2. For the LUMO energy (alpha / beta), the calculation gives -6.882 / -15.554 eV. The value obtained for the HOMO-LUMO gap (alpha / beta) is 12.2 / 2.5 eV.

***

no.,E (hartree)
1,-382.178414
2,-381.918368
3,-382.130869
4,-382.159389
5,-553.199553
6,-1219.141754
7,-362.133979